The following is a quantum chemistry calculation of a structure of composition C22H17Cl5MnN6S, from the OMol25 dataset.

Last column: Löwdin spin population.
Element x y z (Å)
Mn (0.397, -0.120, 0.267)  3.853
S (-0.581, -1.576, -1.217)  0.042
C (-1.764, -2.164, -0.067)  -0.011
N (-2.515, -3.195, -0.439)  0.104
N (-3.476, -3.662, 0.276)  0.168
C (-4.254, -3.121, 1.353)  0.000
C (-4.483, -1.762, 1.510)  0.019
C (-5.325, -1.334, 2.520)  -0.003
C (-5.934, -2.250, 3.373)  0.027
C (-5.708, -3.606, 3.196)  -0.004
C (-4.873, -4.043, 2.178)  0.025
N (-1.852, -1.685, 1.184)  -0.065
N (-1.007, -0.772, 1.498)  -0.198
C (-1.013, -0.500, 2.927)  -0.005
C (-0.985, -1.560, 3.824)  -0.012
C (-0.975, -1.306, 5.186)  0.001
C (-1.005, 0.004, 5.654)  -0.012
C (-1.065, 1.056, 4.751)  0.001
C (-1.070, 0.806, 3.386)  -0.012
H (-3.776, -4.561, -0.062)  0.002
H (-4.029, -1.043, 0.839)  0.001
H (-5.515, -0.273, 2.637)  -0.001
H (-6.593, -1.906, 4.161)  0.001
H (-6.184, -4.330, 3.846)  -0.001
H (-4.694, -5.105, 2.035)  0.001
H (-0.954, -2.575, 3.448)  0.000
H (-0.942, -2.133, 5.885)  0.000
H (-0.990, 0.202, 6.719)  -0.001
H (-1.123, 2.079, 5.108)  0.000
H (-1.172, 1.620, 2.684)  -0.001
Cl (-0.588, 3.517, 0.468)  0.004
C (0.762, 2.883, 1.358)  0.003
C (0.978, 1.533, 1.317)  -0.058
C (2.077, 1.054, 1.987)  0.015
Cl (2.346, -0.682, 1.760)  0.058
C (2.939, 1.825, 2.743)  -0.003
Cl (4.281, 1.127, 3.542)  -0.001
C (2.666, 3.191, 2.815)  0.014
Cl (3.666, 4.205, 3.765)  0.006
C (1.585, 3.726, 2.103)  -0.005
Cl (1.284, 5.414, 2.144)  -0.003
C (3.637, 1.757, -3.587)  0.002
N (2.275, 2.027, -3.092)  0.014
C (1.518, 3.157, -3.666)  0.002
C (1.769, 1.334, -2.113)  0.031
N (1.310, 0.726, -1.251)  -0.004
H (4.267, 2.626, -3.412)  0.000
H (3.598, 1.545, -4.654)  0.000
H (4.055, 0.899, -3.069)  0.000
H (2.074, 4.081, -3.515)  0.000
H (0.551, 3.237, -3.178)  0.000
H (1.373, 2.990, -4.731)  0.000

The gap between HOMO and LUMO (spin up / spin down) is 6.6 / 6.5 eV. The multiplicity is 5. As for the total energy: -136790.0783 eV. Its charge is +1.